{"formula": "C16H22N4O2S", "method": "ωB97M-V/def2-TZVPD", "elements": ["C", "C", "H", "H", "O", "C", "N", "C", "N", "C", "H", "H", "H", "C", "H", "H", "H", "N", "C", "N", "S", "C", "H", "H", "C", "O", "C", "C", "C", "C", "C", "C", "H", "H", "C", "H", "H", "H", "H", "H", "H", "H", "H", "H", "H"], "coordinates": [[6.059, 1.350, -0.259], [5.663, 0.941, 1.035], [4.896, 1.739, 1.353], [6.388, 0.898, 1.729], [5.016, -0.551, 0.905], [3.726, -0.653, 0.613], [2.999, 0.336, 0.266], [1.846, 0.192, -0.494], [1.054, 1.192, -0.931], [1.598, 2.488, -0.823], [2.504, 2.761, -0.380], [1.465, 3.038, -1.929], [0.912, 2.959, -0.311], [-0.204, 1.023, -1.297], [-0.420, -0.150, -1.502], [-0.394, 1.328, -2.210], [-0.931, 1.241, -0.628], [1.327, -1.124, -0.323], [2.254, -1.898, 0.029], [3.328, -1.779, 0.711], [1.499, -3.648, 0.022], [-0.187, -3.309, -0.542], [-0.420, -4.280, -0.931], [0.031, -2.744, -1.410], [-1.070, -2.542, -0.020], [-2.060, -2.260, -0.596], [-2.975, -1.511, -0.101], [-2.960, -0.701, 1.179], [-3.976, 0.087, 1.697], [-4.766, 0.624, 0.754], [-4.775, 0.295, -0.674], [-3.925, -0.817, -1.139], [-3.849, -1.123, -2.005], [-5.505, 0.458, -1.367], [-5.818, 1.646, 1.107], [-6.701, 1.453, 1.382], [-5.408, 2.249, 1.814], [-5.953, 2.449, 0.569], [-3.910, 0.516, 2.625], [-2.437, -1.135, 2.044], [-1.335, -3.478, 1.163], [-0.719, -1.778, 0.930], [6.652, 0.593, -0.663], [6.409, 2.197, -0.272], [5.074, 1.429, -1.118]], "forces_ev_per_a": [[-6.3033, -7.4064, -4.7151], [-6.5949, -0.7394, -0.3151], [0.5641, -1.8549, 0.2097], [2.5015, -0.8119, 2.3406], [2.2121, 4.1135, 1.3654], [4.2600, 6.0710, 0.4382], [-2.0693, 6.0115, -3.8357], [0.3339, -3.2210, 5.0752], [7.6314, -1.7411, 2.2368], [-0.0553, 1.4981, -6.0932], [1.6805, -0.9013, 0.3451], [0.8086, -1.3173, 2.5680], [-3.5872, 3.1543, 2.9280], [-2.6589, -6.9038, -0.5189], [0.7478, 2.4134, 0.7924], [-1.0902, 2.5063, -4.5091], [-2.2466, 1.2913, 2.3166], [-0.3354, 5.0794, -4.1674], [-4.1549, -6.3648, 1.8433], [-0.9472, -8.9763, -0.1508], [0.6819, 0.8873, 0.9801], [8.7955, -5.0096, -6.1671], [-0.9306, -0.5810, 0.0142], [0.8123, 0.3146, -2.1650], [3.0182, 0.9981, 19.4787], [-8.0255, 1.2932, -7.1901], [-5.5738, 8.7754, 0.5504], [1.1509, -5.5576, -0.0076], [1.2107, -0.1294, -3.9951], [-4.0246, 1.5652, -4.0395], [4.5342, -5.3095, 2.6004], [0.6042, 3.3493, 12.9166], [0.2600, -2.9295, -8.7663], [-2.0036, 1.6786, -1.3348], [6.4088, -1.6325, 0.0533], [-6.6765, -2.7603, 2.3093], [1.2943, 1.1570, 3.5119], [-0.4764, 3.5387, -4.9213], [-0.0148, 0.5046, 2.3377], [0.7891, 0.0255, -0.8028], [-0.3522, 1.5773, -1.7470], [-0.5137, -1.3424, -3.3785], [1.4802, -0.8200, -1.0592], [4.2186, 8.8394, -0.1736], [2.6360, -0.3330, 2.8413]], "energy_ha": -1390.00403, "homo_ev": -7.8, "gap_ev": 8.32, "de_lowest_kj_mol": 1674.8}